Entry from OMol25: a 2-piece molecular cluster, C4H6O2 overall (wB97M-V/def2-TZVPD).

Positions of all 12 atoms, in Å:
O 1.05584 1.04449 0.96172
O -3.00087 -0.16004 0.06862
C 1.10464 -1.02036 -0.17375
C 0.29495 0.18004 0.24510
C -0.78412 0.73625 -0.59035
C -1.84335 0.10126 -0.05155
H -0.82745 -0.49361 0.88580
H 0.49964 -1.71232 -0.75581
H 1.51621 -1.53686 0.69529
H -0.73074 1.58217 -1.26166
H 0.77232 1.95183 0.76529
H 1.94294 -0.67284 -0.78870

As for the net charge: 0. As for the energy above the lowest of the compared OMol25 structures with the same formula, charge and spin: 347.0 kJ/mol. The calculation puts the orbital gap at 0.3338 Eh.

Mulliken population analysis, charges in e, atoms 1 to 6: number 1, O, carries -0.470; number 2, O, carries -0.464; number 3, C, carries -1.101; number 4, C, carries 0.716; number 5, C, carries -0.837; number 6, C, carries 0.353

***

Entry from OMol25: C4H6O2 as an isolated structure (wB97M-V/def2-TZVPD).

Positions of all 12 atoms, in Å:
O 2.22404 0.58686 0.85477
O -1.72007 0.93085 0.03453
C -1.15630 -0.30859 -0.13226
C 1.25170 0.07107 1.34377
C 0.27035 -0.52365 0.16520
C 0.54078 0.09055 -1.16139
H 1.18485 -0.38900 -1.91991
H -1.89362 -1.12620 0.05007
H -2.67301 0.88115 -0.10786
H 1.21624 0.10327 2.47713
H 0.45151 1.17073 -1.30735
H 0.39411 -1.61511 0.00478

As for the net charge: 0. As for the energy above the lowest of the compared OMol25 structures with the same formula, charge and spin: 437.9 kJ/mol. The calculation puts the orbital gap at 0.3113 Eh.

Mulliken population analysis, charges in e, atoms 1 to 6: number 1, O, carries -0.411; number 2, O, carries -0.448; number 3, C, carries -0.290; number 4, C, carries -0.126; number 5, C, carries 0.270; number 6, C, carries -0.787

***

Entry from OMol25: a 2-piece molecular cluster, C4H6O2 overall (wB97M-V/def2-TZVPD).

Positions of all 12 atoms, in Å:
O 0.96282 2.88001 -0.94985
O -0.50740 1.00236 0.87274
C 0.33130 -0.05373 0.49442
C -0.19395 -1.43054 0.72557
C -0.00248 -0.92038 -0.68213
C -0.15935 2.71719 -0.93620
H 0.81339 -1.33097 -1.27188
H -1.21262 -1.46206 1.10069
H -0.88940 -0.67575 -1.26206
H 1.38660 0.13624 0.69193
H -0.99725 1.33660 0.10657
H 0.46834 -2.19897 1.11021

As for the net charge: 0. As for the energy above the lowest of the compared OMol25 structures with the same formula, charge and spin: 192.0 kJ/mol. The calculation puts the orbital gap at 0.4033 Eh.

Mulliken population analysis, charges in e, atoms 1 to 6: number 1, O, carries -0.130; number 2, O, carries -0.522; number 3, C, carries 0.019; number 4, C, carries -0.536; number 5, C, carries -0.513; number 6, C, carries 0.087

***

Entry from OMol25: the molecule C4H6O2 (wB97M-V/def2-TZVPD).

Positions of all 12 atoms, in Å:
O -0.57155 0.99329 -1.68372
O 0.68733 -1.15842 -0.73760
C -0.50562 -1.19326 0.19200
C 0.71071 0.67093 0.39501
C -0.02539 1.39421 -0.67640
C -0.14337 -0.08751 1.12241
H 1.69122 1.00660 0.69742
H -0.56179 -2.14291 0.74724
H -0.21572 2.41266 -0.28007
H -0.09443 -0.17038 2.19972
H -1.35073 -1.10786 -0.48691
H 0.37933 -0.61734 -1.48911

As for the net charge: 0. As for the energy above the lowest of the compared OMol25 structures with the same formula, charge and spin: 399.3 kJ/mol. The SMILES is O=C/C=C\CO. The calculation puts the orbital gap at 0.3298 Eh.

Mulliken population analysis, charges in e, atoms 1 to 6: number 1, O, carries -0.537; number 2, O, carries -0.597; number 3, C, carries -0.298; number 4, C, carries -0.311; number 5, C, carries 0.260; number 6, C, carries -0.463

***

Entry from OMol25: the molecule C4H6O2 (wB97M-V/def2-TZVPD).

Positions of all 12 atoms, in Å:
O 0.51248 2.08499 0.74418
O 1.09207 -1.25061 -0.33328
C 1.42001 0.11625 -0.35679
C 0.39298 0.92191 0.44406
C -0.79652 0.06304 0.79064
C -1.69632 -0.24453 -0.14062
H 0.14233 -1.30585 -0.54665
H -2.49963 -0.95173 0.03789
H -1.65616 0.21502 -1.12734
H 2.40877 0.23934 0.09563
H 1.48244 0.51274 -1.38393
H -0.80244 -0.40056 1.77620

As for the net charge: 0. As for the energy above the lowest of the compared OMol25 structures with the same formula, charge and spin: 172.7 kJ/mol. The SMILES is C=CC(=O)CO. The calculation puts the orbital gap at 0.3857 Eh.

Mulliken population analysis, charges in e, atoms 1 to 6: number 1, O, carries -0.535; number 2, O, carries -0.513; number 3, C, carries -0.298; number 4, C, carries 0.542; number 5, C, carries -0.284; number 6, C, carries -0.690

***

Entry from OMol25: the molecule C4H6O2 (wB97M-V/def2-TZVPD).

Positions of all 12 atoms, in Å:
O 1.44623 0.15375 -1.25922
O -1.67898 0.38876 0.70975
C 0.27289 0.61891 -0.61500
C -0.76422 -0.47151 -0.42753
C -1.78095 -0.89104 0.94336
C 1.54541 0.56417 0.09675
H -0.09883 1.57700 -0.97386
H 2.10398 1.48216 0.27007
H -1.20324 -1.16446 1.87914
H -0.18259 -1.36878 -0.14083
H -1.38749 -0.65256 -1.29660
H 1.72780 -0.23639 0.81398

As for the net charge: 0. As for the energy above the lowest of the compared OMol25 structures with the same formula, charge and spin: 664.5 kJ/mol. The calculation puts the orbital gap at 0.3140 Eh.

Mulliken population analysis, charges in e, atoms 1 to 6: number 1, O, carries -0.438; number 2, O, carries -0.250; number 3, C, carries 0.160; number 4, C, carries -0.414; number 5, C, carries -0.194; number 6, C, carries -0.408

***

| no. | HOMO level (eV) |
| --- | --- |
| 1 | -8.792 |
| 2 | -7.875 |
| 3 | -9.866 |
| 4 | -8.495 |
| 5 | -9.812 |
| 6 | -8.069 |